No. 1
C26H26N3OS2SiTc | wB97M-V/def2-TZVPD

Its net charge is +1. Its expectation value of S² is 0.7702. For the HOMO-LUMO gap (spin up / spin down), the calculation gives 6.6391 / 6.2254 eV. For the total energy, the calculation gives -65642.240 eV. Its multiplicity is 2.

Atoms and positions in Å:
Tc (0.42163, -0.33237, 0.95288)
C (3.52337, -1.80152, -0.32337)
C (2.57709, -1.53610, 0.80663)
C (1.47429, -2.38393, 1.04260)
C (0.64011, -2.17998, 2.16924)
C (0.90322, -1.14111, 3.07437)
C (1.95461, -0.26156, 2.78151)
C (2.77747, -0.44569, 1.65665)
H (4.51412, -1.99698, 0.09128)
H (3.60469, -0.93476, -0.98136)
H (3.21557, -2.66113, -0.91211)
H (1.27174, -3.21180, 0.37727)
H (-0.19124, -2.84872, 2.34642)
H (0.30035, -1.03308, 3.95801)
H (2.14414, 0.57171, 3.44780)
H (3.60127, 0.23201, 1.46999)
S (-0.80275, 3.21299, -0.01055)
C (0.83308, 3.82414, 0.12238)
C (1.35244, 4.94489, -0.56878)
N (1.78180, 5.84935, -1.13207)
C (1.44039, 2.99141, 0.98669)
S (0.10627, 1.92287, 1.47755)
C (2.75278, 2.93689, 1.49565)
N (3.80315, 2.80300, 1.94610)
C (-3.95311, 1.06753, 1.72628)
Si (-2.86645, -0.45232, 1.92175)
C (-2.15207, -0.30669, 3.64558)
C (-3.78176, -2.08878, 1.84652)
N (-1.59210, -0.40418, 0.64448)
C (-2.02801, -0.25297, -0.66770)
C (-3.35366, -0.38696, -1.11953)
C (-3.68583, -0.20032, -2.44629)
C (-2.71397, 0.12598, -3.38272)
C (-1.39230, 0.23826, -2.98326)
C (-1.07764, 0.03892, -1.65587)
O (0.22443, 0.09188, -1.16661)
C (1.28750, 0.04881, -2.07767)
C (1.54947, -1.12456, -2.76426)
C (2.60633, -1.14980, -3.65847)
C (3.38924, -0.01386, -3.84150)
C (3.10718, 1.15177, -3.14458)
C (2.03542, 1.19197, -2.25912)
H (-4.73030, 1.03704, 2.49468)
H (-4.44314, 1.17540, 0.76027)
H (-3.37381, 1.97858, 1.90468)
H (-2.97250, 0.03750, 4.28213)
H (-1.34773, 0.42317, 3.73351)
H (-1.82614, -1.26665, 4.04839)
H (-4.24907, -2.27838, 2.81573)
H (-3.09137, -2.91194, 1.64877)
H (-4.56483, -2.13006, 1.09071)
H (-4.13282, -0.65450, -0.42391)
H (-4.71586, -0.31319, -2.75678)
H (-2.97622, 0.27918, -4.41986)
H (-0.61952, 0.47359, -3.70285)
H (0.91842, -1.99158, -2.60669)
H (2.81925, -2.05584, -4.20931)
H (4.21772, -0.03582, -4.53657)
H (3.70736, 2.03890, -3.29368)
H (1.77829, 2.09936, -1.72105)

These are the Löwdin partial charges, in e, on atoms 1 to 5: 1.0429, -0.0122, -0.3043, -0.1097, -0.1709

No. 2
C26H26N3PtSe | wB97M-V/def2-TZVPD

Its net charge is +1. For the HOMO-LUMO gap, the calculation gives 6.1919 eV. For the total energy, the calculation gives -100444.286 eV.

Atoms and positions in Å:
Pt (-0.06736, 0.70221, -1.09862)
C (-2.02757, -1.50246, 0.63052)
C (-0.79221, -2.08605, 0.03981)
C (-0.50422, -3.43933, 0.24659)
C (0.52342, -4.04365, -0.43349)
C (1.22453, -3.29940, -1.37930)
C (0.92511, -1.96842, -1.53253)
N (-0.01697, -1.34519, -0.76116)
C (1.55546, -1.12846, -2.56743)
C (2.63756, -1.45804, -3.36730)
C (3.14194, -0.49509, -4.22671)
C (2.60901, 0.78511, -4.24488)
C (1.52838, 1.06230, -3.42363)
N (0.99875, 0.08514, -2.67567)
C (0.88702, 2.37721, -3.22049)
C (1.14336, 3.44640, -4.04694)
C (0.46481, 4.63960, -3.83721)
C (-0.49530, 4.68291, -2.85510)
C (-0.74874, 3.56719, -2.05330)
C (-1.93010, 3.60002, -1.13568)
N (-0.00266, 2.45778, -2.18496)
H (-2.88218, -1.95777, 0.12241)
H (-2.06780, -0.42737, 0.48305)
H (-2.10280, -1.73581, 1.69205)
H (-1.11989, -3.99207, 0.94244)
H (0.75714, -5.08719, -0.27327)
H (1.98074, -3.76406, -1.99421)
H (3.10257, -2.43064, -3.30725)
H (3.98799, -0.73129, -4.85741)
H (3.05181, 1.55069, -4.86381)
H (1.85220, 3.35103, -4.85544)
H (0.66196, 5.50203, -4.45884)
H (-1.08804, 5.57230, -2.69513)
H (-2.81662, 3.37197, -1.73381)
H (-2.05882, 4.59675, -0.71788)
H (-1.86301, 2.87772, -0.32903)
C (-0.91863, -2.79522, 5.31015)
C (-0.70920, -1.70460, 4.29482)
C (0.43256, -1.66143, 3.50754)
C (0.65464, -0.64172, 2.58355)
C (1.97719, -0.59519, 1.86673)
C (-0.33950, 0.32953, 2.40408)
Se (-0.13330, 1.73130, 1.11263)
C (-1.48212, 0.33304, 3.21823)
C (-2.54617, 1.39184, 3.10237)
C (-1.64305, -0.68495, 4.14981)
H (-0.13906, -3.55313, 5.24576)
H (-1.88372, -3.28444, 5.16944)
H (-0.90735, -2.38761, 6.32221)
H (1.19406, -2.42308, 3.64027)
H (2.58423, -1.46030, 2.13360)
H (2.52617, 0.30866, 2.13588)
H (1.86202, -0.56834, 0.78488)
H (-2.87580, 1.51401, 2.06961)
H (-2.16919, 2.36499, 3.42309)
H (-3.40442, 1.13700, 3.72239)
H (-2.52883, -0.68647, 4.77657)

These are the Löwdin partial charges, in e, on atoms 1 to 5: 0.9319, -0.0160, -0.2784, 0.0115, -0.0101